The following is a DFT calculation (ωB97M-V/def2-TZVPD) of C22H40Ca2F8N4O34S8 as an isolated structure at a distorted geometry.

Gap between HOMO and LUMO, Eh: 0.2873
2S+1: 1
F_max, eV Å⁻¹: 8.9

Last column: Mulliken charge in e.
Cartesian coordinates (Å):
1 Ca -18.678 15.314 1.468  1.7321
2 Ca -20.701 12.984 -3.501  2.2125
3 N -18.122 14.042 -7.493  -0.5993
4 S -18.326 14.673 -5.949  1.1080
5 O -17.243 15.385 -5.346  -0.5060
6 O -19.274 13.930 -5.129  -0.5056
7 F -19.162 15.958 -6.435  -0.3276
8 S -17.022 13.076 -6.973  1.1350
9 O -17.547 11.900 -6.319  -0.4873
10 O -15.679 13.559 -6.727  -0.5429
11 F -16.737 12.438 -8.419  -0.3589
12 N -21.340 14.914 -2.550  -0.0421
13 S -20.248 16.084 -1.938  0.4511
14 O -19.811 15.742 -0.615  -0.2731
15 O -20.339 17.420 -2.398  -0.4711
16 F -18.990 15.560 -2.761  -0.1795
17 S -22.606 15.647 -2.024  0.7350
18 O -23.067 16.807 -2.724  -0.5747
19 O -22.683 15.664 -0.589  -0.5451
20 F -23.675 14.522 -2.394  -0.2559
21 N -17.094 14.288 2.789  -0.0900
22 S -16.752 12.623 3.024  0.6125
23 O -16.534 12.166 4.360  -0.5254
24 O -16.013 12.006 1.965  -0.4550
25 F -18.261 12.115 2.723  -0.2472
26 S -16.100 14.793 3.829  0.8070
27 O -14.707 14.514 3.699  -0.4891
28 O -16.595 14.959 5.147  -0.6356
29 F -16.198 16.321 3.246  -0.3627
30 N -19.229 12.267 -2.067  0.6900
31 S -19.393 12.301 -0.374  0.9338
32 O -18.609 13.297 0.289  -0.0642
33 O -19.649 11.045 0.295  -0.4480
34 F -20.832 12.976 -0.424  -0.2957
35 S -17.744 11.756 -2.048  -0.0913
36 O -17.474 10.414 -1.651  -0.5387
37 O -16.720 12.729 -1.719  -0.1529
38 F -17.657 11.732 -3.642  -0.2326
39 C -14.094 12.373 -4.118  0.6711
40 C -13.253 13.569 -4.543  0.4054
41 C -13.597 14.854 -3.780  0.8233
42 O -12.348 15.470 -3.605  -0.4272
43 C -11.348 14.625 -3.915  0.6227
44 O -10.204 14.936 -3.854  -0.5703
45 O -11.850 13.446 -4.318  -0.4491
46 H -14.183 12.305 -3.031  -1.0126
47 H -13.675 11.444 -4.502  0.4244
48 H -15.101 12.517 -4.503  -0.3548
49 H -13.414 13.668 -5.618  0.2512
50 H -14.109 14.637 -2.839  -0.6433
51 H -14.345 15.396 -4.362  0.1526
52 C -12.617 10.810 1.278  -1.5659
53 C -13.467 9.931 0.397  0.7455
54 C -14.355 10.637 -0.609  0.2994
55 O -14.399 9.648 -1.649  -0.1174
56 C -13.181 9.033 -1.666  0.4813
57 O -12.674 8.554 -2.626  -0.5442
58 O -12.614 9.177 -0.461  -0.4209
59 H -11.858 10.190 1.766  0.4234
60 H -13.194 11.407 1.977  0.2327
61 H -11.898 11.391 0.691  0.4426
62 H -14.069 9.229 0.982  0.3154
63 H -13.856 11.519 -1.025  -0.3852
64 H -15.319 10.952 -0.231  0.0284
65 C -22.282 5.845 2.793  -0.6841
66 O -22.278 7.223 2.507  -0.2578
67 C -21.552 8.051 3.275  0.6759
68 O -20.754 7.730 4.110  -0.5454
69 O -21.872 9.274 2.916  -0.3240
70 C -20.989 10.344 3.238  -0.5293
71 H -22.919 5.270 2.123  0.2293
72 H -22.679 5.642 3.790  0.3009
73 H -21.263 5.473 2.666  0.3100
74 H -21.399 11.222 2.744  0.1817
75 H -19.979 10.234 2.846  0.1992
76 H -20.924 10.505 4.312  0.4450
77 C -22.241 9.027 -1.222  -0.5386
78 O -23.217 10.067 -1.048  -0.3039
79 C -23.063 11.193 -1.750  0.6570
80 O -22.223 11.454 -2.588  -0.6961
81 O -24.037 12.006 -1.480  -0.1890
82 C -25.264 11.718 -0.781  -0.6888
83 H -21.208 9.299 -1.002  0.1348
84 H -22.238 8.769 -2.283  0.3398
85 H -22.481 8.143 -0.642  0.2404
86 H -25.789 10.982 -1.383  0.3271
87 H -25.861 12.614 -0.651  0.2423
88 H -25.042 11.319 0.207  0.2792
89 C -13.371 14.383 0.140  -1.0590
90 C -14.834 14.707 0.261  1.2635
91 O -15.102 15.754 -0.707  -0.3887
92 C -16.249 16.374 -0.795  0.8399
93 O -17.246 16.206 -0.081  -0.3350
94 O -16.135 17.307 -1.703  -0.3241
95 C -17.191 18.237 -1.879  -0.8557
96 H -12.803 14.992 0.837  0.4323
97 H -13.036 14.451 -0.892  0.1224
98 H -13.310 13.328 0.413  -0.0716
99 H -15.057 15.037 1.272  0.0664
100 H -15.552 13.903 0.087  -0.4573
101 H -17.884 18.388 -1.056  0.3561
102 H -17.677 18.091 -2.841  0.2574
103 H -16.755 19.235 -1.984  0.3691
104 C -15.662 9.250 -5.263  -0.4409
105 C -17.117 8.755 -5.369  -0.1011
106 O -17.349 7.803 -6.398  -0.3877
107 C -17.051 8.054 -7.659  0.6423
108 O -16.439 8.978 -8.091  -0.4821
109 O -17.616 7.065 -8.401  -0.3521
110 C -17.172 6.986 -9.750  -0.7422
111 H -15.492 10.114 -5.901  0.1378
112 H -15.000 8.433 -5.551  0.5153
113 H -15.400 9.516 -4.238  -0.0845
114 H -17.888 9.525 -5.441  0.1086
115 H -17.260 8.333 -4.373  0.3153
116 H -17.271 5.914 -9.924  0.2811
117 H -16.092 7.161 -9.776  0.3385
118 H -17.599 7.592 -10.546  0.2826